No. 1
DFT (ωB97M-V/def2-TZVPD) results for one molecule with the formula C4H8O2 in a non-equilibrium geometry.

Properties
Lowest unoccupied orbital energy (eV): 0.783

Last columns: bonded neighbours and bond lengths (Å).
Geometry (Å):
1 H -0.085 1.722 1.451  O7 0.961
2 H -1.321 -0.773 -1.383  C8 1.089
3 H 1.637 -1.133 -1.377  O12 0.961
4 H -0.573 -1.462 1.465  C10 1.081
5 H -0.483 0.618 -2.027  C8 1.110
6 H -2.013 0.866 -1.210  C8 1.097
7 O -0.276 1.791 0.512  H1 0.961, C11 1.397
8 C -1.093 0.270 -1.168  H2 1.089, H5 1.110, H6 1.097, C11 1.546
9 H 0.557 -0.384 2.332  C10 1.113
10 C 0.036 -0.573 1.367  H4 1.081, H9 1.113, C11 1.629, C14 1.482
11 C -0.284 0.445 0.138  O7 1.397, C8 1.546, C10 1.629, C14 1.485
12 O 1.133 -1.449 -0.622  H3 0.961, C14 1.389
13 H 1.842 0.230 0.469  C14 1.091
14 C 0.958 -0.363 0.226  C10 1.482, C11 1.485, O12 1.389, H13 1.091

Atomic partial charges in e from the natural (NBO) method, atoms 1 to 4:
1. H 0.476
2. H 0.231
3. H 0.470
4. H 0.234

No. 2
DFT (ωB97M-V/def2-TZVPD) results for one molecule with the formula C4H8ClNO4 in a non-equilibrium geometry.

Properties
Lowest unoccupied orbital energy (eV): 0.042

Last columns: bonded neighbours and bond lengths (Å).
Geometry (Å):
1 H -1.412 -0.107 -0.610  C3 1.036
2 H -0.332 1.932 1.932  C8 1.115
3 C -0.744 -0.485 0.085  H1 1.036, Cl5 1.738, C6 1.863, C12 1.521
4 H 0.532 -1.411 -1.328  C12 1.091
5 Cl -1.476 -0.643 1.654  C3 1.738
6 C 0.416 0.969 0.188  C3 1.863, C8 1.479, H15 1.030, N17 1.459
7 O -0.863 -2.635 -0.748  C12 1.380, H18 0.936
8 C -0.305 2.091 0.828  H2 1.115, C6 1.479, H9 1.085, H16 1.105
9 H 0.238 3.013 0.651  C8 1.085
10 O 0.992 -2.129 0.515  C12 1.361, H13 1.014
11 O 0.039 1.142 -2.115  N17 1.249
12 C 0.068 -1.685 -0.379  C3 1.521, H4 1.091, O7 1.380, O10 1.361
13 H 0.575 -2.698 1.244  O10 1.014
14 O 1.865 1.911 -1.241  N17 1.194
15 H 1.210 0.560 0.701  C6 1.030
16 H -1.388 2.187 0.634  C8 1.105
17 N 0.830 1.320 -1.165  C6 1.459, O11 1.249, O14 1.194
18 H -0.245 -3.332 -0.845  O7 0.936

Atomic partial charges in e from the natural (NBO) method, atoms 1 to 4:
1. H 0.230
2. H 0.242
3. C -0.208
4. H 0.162

Calculated frontier orbital gap (Ha), listed in the same order as above: 0.358, 0.383
Calculated HOMO energy (eV), listed in the same order as above: -8.95, -10.37